{"formula": "C5H12N2O", "method": "ωB97M-V/def2-TZVPD", "elements": ["H", "N", "C", "O", "C", "C", "C", "C", "N", "H", "H", "H", "H", "H", "H", "H", "H", "H", "H", "H"], "xyz": [[2.92282, -1.76813, -0.62042], [1.96612, -1.55250, -0.32838], [1.78734, -0.32155, -0.22491], [3.11773, 0.67453, -0.42158], [0.94399, 0.64002, 0.38117], [-0.75620, 0.07159, -0.00813], [-1.60429, 0.92710, 0.92994], [-0.98425, -1.40608, 0.27298], [-1.07960, 0.35003, -1.37545], [2.93242, 1.49005, -0.91063], [1.04579, 0.65822, 1.46411], [0.97975, 1.63970, -0.05012], [-1.32540, 0.74829, 1.97181], [-2.67038, 0.68960, 0.82687], [-1.49709, 1.99624, 0.72095], [-0.59641, -1.67940, 1.25691], [-0.55973, -2.05670, -0.49693], [-2.05095, -1.65811, 0.21337], [-1.95131, 0.83234, -1.56916], [-0.62035, -0.27524, -2.03239]], "forces_ev_per_angstrom": [[-0.2637, 0.1731, -0.1266], [-0.4001, 1.2919, -0.0095], [5.3979, 1.4347, -0.3370], [-0.8499, -2.3384, -0.2446], [-5.8477, -1.1399, -0.5631], [1.1176, 1.0576, 0.9454], [-0.1869, 0.0364, -0.1107], [0.1685, -0.3804, 0.1279], [0.8889, 0.4899, 0.2280], [-0.4435, -0.4273, 0.1138], [0.1213, -0.0829, -0.0685], [0.0655, -0.3143, 0.0701], [-0.0403, 0.0087, -0.1288], [0.0989, -0.0769, -0.0265], [0.1428, -0.1029, -0.0048], [-0.0310, -0.2258, -0.1017], [0.4299, 0.2268, 0.2667], [-0.0136, 0.4651, 0.2835], [0.5226, -0.5188, -0.2492], [-0.8770, 0.4232, -0.0643]], "lowdin_charge": [0.086, 0.182, -0.326, -0.140, -0.053, -0.551, -0.080, -0.085, 0.054, 0.039, 0.122, 0.107, 0.082, 0.081, 0.081, 0.084, 0.064, 0.082, 0.084, 0.087], "smiles": "[H]/N=C(\\O)CC(C)(C)N", "de_lowest_kcal_mol": 74.3, "lumo_ha": 0.02974, "charge": 0, "max_force_ha_per_bohr": 0.1164, "e_homo_ev": -8.6917}